C6H11N2 | ωB97M-V with the def2-TZVPD basis set

Geometry as XYZ:
```
19
Properties=species:S:1:pos:R:3:mulliken_charge:R:1
H -2.33 1.62 -0.50 0.218
N -2.72 1.24 0.30 -0.501
C -2.75 0.03 0.50 -0.084
C -2.09 -1.08 -0.34 -0.525
C -0.68 -0.89 -0.87 -0.162
N 0.27 -0.38 -0.21 0.085
C 1.37 0.20 0.05 0.602
C 2.35 -0.59 0.74 -1.277
C 1.60 1.57 -0.35 -1.026
H -2.99 -0.28 1.51 0.367
H -2.06 -2.01 0.36 0.294
H -2.81 -1.37 -1.17 0.344
H -0.46 -1.35 -1.81 0.454
H 2.56 -0.22 1.74 0.378
H 2.09 -1.64 0.93 0.357
H 3.31 -0.38 0.29 0.385
H 0.86 2.27 -0.08 0.405
H 1.95 1.51 -1.36 0.336
H 2.53 1.76 0.26 0.348
```

Output
Charge: +1
SMILES string: [H]/N=C\CC=[N+]=C(C)C
HOMO-LUMO gap, eV: 9.174
HOMO, eV: -13.385



C6H11N2 | ωB97M-V with the def2-TZVPD basis set

Geometry as XYZ:
```
19
Properties=species:S:1:pos:R:3:mulliken_charge:R:1
C 1.12 1.70 -0.33 -1.003
C 0.41 0.58 -0.45 0.792
C 1.07 -0.72 -0.88 -0.084
N 2.14 -1.11 -0.41 -0.348
C 2.96 -0.46 0.57 -0.816
C -0.99 0.55 -0.24 -0.163
N -1.70 -0.55 -0.19 -0.073
C -3.08 -0.73 0.16 -0.939
H 0.51 2.50 0.03 0.297
H 2.22 1.66 -0.61 0.440
H 0.48 -1.39 -1.71 0.350
H 4.03 -0.44 0.04 0.263
H 3.01 -1.12 1.56 0.275
H 2.56 0.49 0.78 0.420
H -1.61 1.53 -0.01 0.232
H -1.27 -1.43 -0.30 0.277
H -3.56 0.03 0.65 0.387
H -3.57 -0.69 -0.82 0.371
H -3.32 -1.58 0.83 0.323
```

Output
Charge: +1
SMILES string: C=C(/C=N\C)/C=[NH+]/C
HOMO-LUMO gap, eV: 7.753
HOMO, eV: -13.082



C6H11N2 | ωB97M-V with the def2-TZVPD basis set

Geometry as XYZ:
```
19
Properties=species:S:1:pos:R:3:mulliken_charge:R:1
C 1.17 2.17 -0.59 -0.441
C -0.33 0.38 -0.48 0.282
C -1.76 0.47 -0.65 -0.298
C 1.90 -0.17 0.39 -0.467
C 2.04 1.45 0.02 -0.188
C 0.15 -1.81 0.36 -1.112
N 0.50 -0.43 0.03 -0.115
N -2.48 -0.45 0.18 -0.622
H 0.63 2.91 -1.16 0.450
H -1.97 1.61 -0.56 0.328
H -1.88 0.24 -1.74 0.297
H 2.62 -0.71 -0.26 0.378
H 1.97 -0.33 1.42 0.396
H 3.06 1.65 0.35 0.374
H -0.98 -1.86 0.12 0.461
H 0.72 -2.50 -0.22 0.327
H 0.25 -1.92 1.39 0.454
H -2.07 -0.42 1.17 0.223
H -3.53 -0.27 0.24 0.275
```

Output
Charge: +1
HOMO-LUMO gap, eV: 9.257
HOMO, eV: -13.460



C6H11N2 | ωB97M-V with the def2-TZVPD basis set

Geometry as XYZ:
```
19
Properties=species:S:1:pos:R:3:mulliken_charge:R:1
N 0.23 1.11 -2.83 -0.273
C 1.09 0.25 -1.93 -0.515
C 1.00 0.72 -0.49 -0.712
C 0.03 0.00 0.39 0.744
C -0.28 0.62 1.64 -0.739
C -0.90 -0.34 2.44 -0.523
N -0.97 -1.45 1.70 -0.024
C -0.49 -1.28 0.40 -0.706
H 0.83 1.68 -3.43 0.350
H -0.39 0.47 -3.33 0.361
H -0.42 1.66 -2.26 0.364
H 0.93 -0.82 -2.03 0.323
H 2.15 0.38 -2.25 0.324
H 2.03 0.65 0.00 0.291
H 0.94 1.84 -0.48 0.435
H -0.27 1.68 1.77 0.363
H -1.29 -0.13 3.45 0.395
H -1.16 -2.37 2.06 0.242
H -0.41 -2.07 -0.35 0.297
```

Output
Charge: +1
SMILES string: [NH3+]CCc1cc[nH]c1
HOMO-LUMO gap, eV: 7.958
HOMO, eV: -11.613



C6H11N2 | ωB97M-V with the def2-TZVPD basis set

Geometry as XYZ:
```
19
Properties=species:S:1:pos:R:3:mulliken_charge:R:1
C -1.39 -1.51 -0.80 -1.158
C -0.89 -1.01 0.47 -0.413
C -1.21 0.18 1.07 -0.055
N -1.52 1.31 0.39 -0.311
C -0.79 1.95 -0.46 -0.171
N 0.57 1.59 -0.38 -0.136
C 1.05 0.34 -0.24 0.253
C 2.26 -0.10 0.50 -1.001
H -1.74 -0.79 -1.48 0.382
H -2.36 -2.10 -0.71 0.327
H -0.71 -2.17 -1.43 0.396
H -0.54 -1.75 1.07 0.575
H -1.01 0.23 2.18 0.308
H -1.20 2.76 -1.03 0.409
H 1.14 2.43 -0.09 0.318
H 0.57 -0.53 -0.86 0.282
H 2.91 -0.41 -0.30 0.365
H 2.02 -1.12 0.94 0.290
H 2.83 0.71 1.18 0.341
```

Output
Charge: +1
SMILES string: C\C=C/N=C\[NH+]=C\C
HOMO-LUMO gap (alpha / beta), eV: 8.691 / 8.690
HOMO (alpha / beta), eV: -13.220 / -13.220



C6H11N2 | ωB97M-V with the def2-TZVPD basis set

Geometry as XYZ:
```
19
Properties=species:S:1:pos:R:3:mulliken_charge:R:1
C -0.16 -0.72 -1.23 -0.306
C -0.01 0.32 -0.50 0.188
C 1.56 -0.38 2.24 -1.218
C -2.57 -0.76 -2.40 -0.611
C 1.08 1.04 0.20 -0.539
C 1.09 0.92 1.73 -0.273
N -1.61 0.80 -0.87 -0.389
N -1.53 -0.28 -1.59 0.570
H 0.52 -1.47 -1.53 0.416
H 1.42 -0.44 3.36 0.307
H 2.64 -0.61 2.06 0.337
H 1.18 -1.28 1.82 0.348
H -2.73 -1.78 -1.81 0.350
H -2.27 -1.15 -3.35 0.322
H -3.34 -0.06 -2.38 0.287
H 1.00 2.13 0.03 0.274
H 2.13 0.74 -0.18 0.338
H -0.01 1.12 2.14 0.289
H 1.60 1.86 2.27 0.309
```

Output
Charge: +1
HOMO-LUMO gap, eV: 8.167
HOMO, eV: -14.602



C6H11N2 | ωB97M-V with the def2-TZVPD basis set

Geometry as XYZ:
```
19
Properties=species:S:1:pos:R:3:mulliken_charge:R:1
C 1.34 2.82 0.59 -0.945
N 0.53 1.98 -0.34 -0.176
C 0.27 0.70 -0.09 0.514
C -0.05 -0.36 -1.09 -0.549
C -0.60 -1.38 -0.44 0.429
C -1.15 -2.61 -1.05 -1.224
C -0.56 -1.12 1.05 -0.560
N 0.19 0.12 1.09 -0.105
H 2.33 2.50 0.51 0.400
H 0.88 3.03 1.62 0.285
H 1.44 3.79 0.18 0.377
H 0.31 2.21 -1.24 0.212
H 0.08 -0.28 -2.21 0.345
H -1.48 -3.22 -0.21 0.351
H -0.40 -3.24 -1.60 0.321
H -1.98 -2.41 -1.73 0.322
H -1.62 -0.89 1.44 0.274
H -0.23 -2.00 1.57 0.460
H 0.70 0.37 1.94 0.269
```

Output
Charge: +1
SMILES string: C/[NH+]=C1/C=C(C)CN1
HOMO-LUMO gap, eV: 10.535
HOMO, eV: -14.147



C6H11N2 | ωB97M-V with the def2-TZVPD basis set

Geometry as XYZ:
```
19
Properties=species:S:1:pos:R:3:mulliken_charge:R:1
C 1.15 0.05 -0.27 0.089
C 3.41 -0.80 0.08 -0.204
C -0.97 -0.15 -1.21 -0.895
C -1.41 -1.11 -0.12 -0.307
C -0.01 0.81 -0.59 0.281
C -0.47 1.57 0.67 -1.138
N 2.29 -0.22 -0.06 0.039
N -0.34 -1.93 0.15 -0.476
H 3.89 -0.67 1.00 0.298
H 3.89 -1.09 -0.82 0.288
H -0.45 -0.79 -1.94 0.396
H -1.67 0.40 -1.74 0.437
H -1.67 -0.60 0.84 0.319
H -2.10 -1.82 -0.60 0.305
H 0.33 1.60 -1.27 0.360
H -1.13 2.39 0.34 0.361
H 0.50 1.99 1.17 0.350
H -1.18 0.99 1.31 0.248
H -0.19 -2.23 1.11 0.248
```

Output
Charge: +1
HOMO-LUMO gap (alpha / beta), eV: 8.537 / 8.025
HOMO (alpha / beta), eV: -13.414 / -13.925



C6H11N2O | ωB97M-V with the def2-TZVPD basis set

Geometry as XYZ:
```
20
Properties=species:S:1:pos:R:3:mulliken_charge:R:1
C 0.61 0.76 -1.84 -1.316
C 1.00 0.50 -0.47 0.235
C 0.07 0.39 0.71 -0.431
N -1.30 0.03 0.30 0.087
C -2.60 0.55 0.67 -0.843
C -1.00 -1.16 -0.27 0.425
O -1.37 -2.08 -0.87 -0.393
N 0.65 -0.83 0.19 0.212
C 1.34 -1.87 0.75 -0.837
H 0.86 -0.16 -2.42 0.294
H 1.21 1.63 -2.13 0.410
H -0.42 0.81 -1.78 0.329
H 2.07 0.84 -0.27 0.440
H 0.33 0.74 1.70 0.396
H -3.19 -0.34 0.89 0.346
H -2.42 1.24 1.47 0.363
H -3.03 1.22 -0.19 0.280
H 0.76 -2.29 1.60 0.306
H 1.50 -2.65 -0.08 0.321
H 2.33 -1.51 1.02 0.374
```

Output
Charge: +1
SMILES string: C[C@H]1[C@H]2N(C)C(=O)[N@@+]12C
HOMO-LUMO gap, eV: 11.948
HOMO, eV: -14.784



C6H11N2O3 | ωB97M-V with the def2-TZVPD basis set

Geometry as XYZ:
```
22
Properties=species:S:1:pos:R:3:mulliken_charge:R:1
C -1.05 -1.62 -0.49 -1.696
C 0.10 -0.63 -0.27 1.234
C 0.86 -0.42 -1.60 -1.726
C 1.06 -1.14 0.83 -0.923
N 1.05 -0.23 1.94 0.623
O 1.63 -0.46 2.99 -0.447
C 0.31 0.94 1.77 0.386
O 0.09 1.91 2.38 -0.343
N -0.39 0.60 0.24 0.263
C -1.12 1.65 -0.38 -0.459
O -0.34 2.79 -0.38 -0.491
H -1.73 -1.24 -1.25 0.423
H -1.62 -1.77 0.43 0.461
H -0.66 -2.58 -0.83 0.443
H 1.31 -1.36 -1.91 0.476
H 1.63 0.33 -1.49 0.453
H 0.17 -0.10 -2.37 0.438
H 0.80 -2.14 1.19 0.395
H 2.09 -1.21 0.45 0.355
H -2.06 1.78 0.17 0.382
H -1.37 1.35 -1.41 0.396
H -0.77 3.56 0.01 0.358
```

Output
Charge: +1
SMILES string: CC1(C)C[N+](=O)C(=O)N1CO
HOMO-LUMO gap (alpha / beta), eV: 9.335 / 6.465
HOMO (alpha / beta), eV: -15.202 / -14.051



Number 1: molar mass 111.2 g/mol, DFT total energy -9371.548 eV. Number 2: molar mass 111.2 g/mol, DFT total energy -9370.684 eV. Number 3: molar mass 111.2 g/mol, DFT total energy -9368.857 eV. Number 4: molar mass 111.2 g/mol, DFT total energy -9373.179 eV. Number 5: molar mass 111.2 g/mol, DFT total energy -9370.549 eV. Number 6: molar mass 111.2 g/mol, DFT total energy -9368.030 eV. Number 7: molar mass 111.2 g/mol, DFT total energy -9373.684 eV. Number 8: molar mass 111.2 g/mol, DFT total energy -9368.583 eV. Number 9: molar mass 127.2 g/mol, DFT total energy -11418.652 eV. Number 10: molar mass 159.2 g/mol, DFT total energy -15511.925 eV.